A structure of composition C30H78NO13S2 in a non-equilibrium geometry, computed with wB97M-V/def2-TZVPD.

Structure (ORCA input):
```
! RIJCOSX wB97M-V def2-TZVPD def2/J DEFGRID3
* xyz -1 1
C -7.1321 -1.3386 -2.1375
C -6.3106 -1.0846 -0.8704
C -5.5469 0.2617 -0.8665
C -4.0509 0.0523 -1.1096
C -3.7289 -0.3604 -2.5532
C -2.9167 -1.6616 -2.6833
C -1.4908 -1.4730 -3.2503
C -0.3687 -1.8064 -2.2464
C 0.6642 -0.6776 -2.1899
C 1.5826 -0.7580 -0.9834
S 3.1372 -1.5541 -1.3828
O 3.5307 -1.1492 -2.7077
O 2.8679 -2.9662 -1.2812
N 4.1019 -1.1186 -0.1697
S 5.3267 -0.2191 -0.6219
O 6.2477 -0.8464 -1.5123
O 4.9392 1.1214 -0.9758
O 6.0918 -0.0924 0.8045
C 7.1786 0.8157 0.7005
C 8.2121 0.5402 1.7910
C 8.0042 1.4590 3.0101
C 8.1854 0.7585 4.3726
H -7.9785 -1.9855 -1.9364
H -7.4722 -0.4089 -2.5851
H -6.5338 -1.8457 -2.8888
H -6.9412 -1.1077 0.0104
H -5.5664 -1.8658 -0.7998
H -5.9537 0.9127 -1.6396
H -5.6779 0.7794 0.0787
H -3.5642 0.9982 -0.8812
H -3.7118 -0.6923 -0.3970
H -3.2453 0.4579 -3.0720
H -4.6681 -0.5195 -3.0725
H -3.4494 -2.3094 -3.3761
H -2.8885 -2.2103 -1.7495
H -1.3508 -2.1049 -4.1195
H -1.3953 -0.4361 -3.5542
H 0.1434 -2.7148 -2.5528
H -0.7544 -1.9735 -1.2449
H 1.2220 -0.6339 -3.1163
H 0.0946 0.2459 -2.1097
H 1.8134 0.2437 -0.6378
H 1.1586 -1.3089 -0.1545
H 6.8348 1.8374 0.8344
H 7.6680 0.7840 -0.2691
H 9.1971 0.7101 1.3704
H 8.1450 -0.5037 2.0842
H 8.7122 2.2724 2.9431
H 6.9915 1.8405 2.9667
H 8.3208 -0.3102 4.2370
H 7.3341 0.8882 5.0310
H 9.0699 1.1218 4.8886
C -6.8491 -2.6145 3.2167
C -5.8982 -3.4472 2.3741
O -5.0543 -2.6267 1.5740
H -7.4660 -1.9770 2.5839
H -7.5045 -3.2450 3.8182
H -6.2849 -1.9580 3.8852
H -6.4484 -4.0880 1.6879
H -5.2769 -4.0834 3.0150
H -4.5468 -2.0592 2.1653
C -9.8304 -4.9981 0.6417
C -9.4063 -4.8865 2.0935
O -9.8611 -3.6572 2.6608
H -9.4320 -4.1626 0.0643
H -9.4770 -5.9307 0.1989
H -10.9191 -4.9642 0.5576
H -8.3225 -4.9035 2.1737
H -9.8057 -5.7189 2.6761
H -10.8237 -3.6547 2.5959
C 7.5819 6.5960 2.1575
C 8.3692 5.5133 1.4390
O 7.7756 4.2303 1.6124
H 7.5214 6.3791 3.2253
H 8.0469 7.5746 2.0234
H 6.5584 6.6437 1.7777
H 9.3828 5.4579 1.8351
H 8.4324 5.7294 0.3696
H 6.8852 4.2774 1.2443
C 7.2022 3.6894 -2.4745
C 7.5909 5.1577 -2.4537
O 8.9348 5.3231 -1.9808
H 7.2926 3.2519 -1.4798
H 6.1762 3.5540 -2.8174
H 7.8644 3.1251 -3.1364
H 6.9425 5.7151 -1.7777
H 7.5028 5.5955 -3.4502
H 9.5181 4.8410 -2.5764
C -8.3711 -0.2803 5.8944
C -6.9743 0.2793 6.0915
O -6.6466 1.2376 5.0900
H -8.4584 -0.7440 4.9114
H -8.6052 -1.0250 6.6572
H -9.1179 0.5160 5.9458
H -6.2312 -0.5134 6.0215
H -6.8837 0.7465 7.0784
H -7.2878 1.9544 5.1458
C -13.7044 -5.4443 5.4581
C -12.7603 -6.2609 4.5953
O -11.9136 -5.4249 3.8091
H -14.3203 -4.7942 4.8362
H -14.3581 -6.0907 6.0452
H -13.1442 -4.8042 6.1438
H -13.3202 -6.8838 3.8999
H -12.1404 -6.9138 5.2182
H -11.3996 -4.8746 4.4130
C 7.9350 -2.0462 -3.7577
C 9.0748 -1.9082 -4.7484
O 10.3477 -1.8671 -4.0947
H 7.9346 -1.2235 -3.0486
H 6.9702 -2.0630 -4.2649
H 8.0369 -2.9687 -3.1801
H 8.9847 -0.9806 -5.3126
H 9.0707 -2.7429 -5.4605
H 10.4407 -2.6876 -3.5989
C 7.5689 7.8669 -7.2353
C 7.7325 6.9445 -6.0408
O 6.5842 6.9688 -5.1986
H 7.3891 8.8896 -6.9023
H 8.4588 7.8541 -7.8666
H 6.7109 7.5655 -7.8408
H 8.5766 7.2584 -5.4286
H 7.9128 5.9169 -6.3750
H 5.8285 6.6796 -5.7222
*
```

Calculated values
- largest force on an atom (eV/A) = 1.1
- orbital gap (hartree) = 0.25949



A cluster of 10 separate species, C30H78O28P6 in total in a non-equilibrium geometry, computed with wB97M-V/def2-TZVPD.

Structure (ORCA input):
```
! RIJCOSX wB97M-V def2-TZVPD def2/J DEFGRID3
* xyz 0 1
C -3.5795 -0.6235 -1.8034
O -4.5440 -0.1481 -0.8436
P -6.0278 0.3282 -1.2923
O -6.7987 0.9111 -0.1244
O -5.6843 1.3447 -2.5131
C -6.0027 1.0474 -3.8071
O -6.7882 -0.9908 -1.9532
C -6.9966 -2.2109 -1.2281
H -4.0305 -0.6817 -2.7940
H -3.3173 -1.6194 -1.4463
H -2.7353 0.0632 -1.8663
H -5.1370 1.1427 -4.4624
H -6.7818 1.6717 -4.2447
H -6.4268 0.0586 -3.9818
H -6.7007 -2.2158 -0.1790
H -6.4480 -3.0607 -1.6342
H -8.0700 -2.3712 -1.3290
C -2.2187 2.0226 -3.9218
O -0.7718 2.1042 -4.1612
P 0.1100 0.8829 -4.7803
O 1.5629 1.1546 -4.7058
O -0.4754 -0.3913 -3.9951
C -0.1819 -1.7079 -4.4778
O -0.5467 0.7057 -6.2324
C -0.1628 1.6735 -7.1689
H -2.6228 1.0936 -4.3239
H -2.7049 2.8235 -4.4787
H -2.4647 2.0304 -2.8599
H 0.2514 -1.7099 -5.4780
H -1.1106 -2.2779 -4.5053
H 0.5406 -2.2902 -3.9060
H -0.8569 2.5042 -7.0415
H -0.2585 1.2110 -8.1512
H 0.8772 1.9790 -7.0533
C -4.7243 -0.9911 7.3292
O -4.6978 -0.5363 6.0067
P -4.0876 -1.5412 4.8331
O -4.5975 -2.9573 4.8215
O -4.4681 -0.6951 3.4768
C -4.1058 -1.2700 2.2053
O -2.5103 -1.2882 4.9537
C -2.0543 0.0229 5.0491
H -5.7534 -1.0339 7.6858
H -4.2052 -0.2759 7.9674
H -4.4018 -1.9951 7.6048
H -4.9550 -1.1137 1.5401
H -3.8429 -2.3274 2.1746
H -3.2152 -0.7041 1.9321
H -2.8913 0.7211 5.0502
H -1.4572 0.1751 4.1500
H -1.4992 0.2927 5.9476
C -0.4024 -6.2821 3.4798
O 0.2279 -5.7580 2.3290
P -0.0473 -4.2860 1.8050
O -1.4880 -3.8970 1.6483
O 0.7664 -3.3434 2.9422
C 0.2692 -3.0934 4.2324
O 0.8732 -4.2187 0.4543
C 2.3074 -4.2345 0.5869
H -0.9197 -7.2116 3.2422
H -1.0910 -5.6324 4.0201
H 0.3943 -6.4540 4.2035
H 1.0081 -3.4814 4.9336
H -0.6833 -3.5590 4.4853
H 0.0882 -2.0441 4.4657
H 2.7605 -3.3782 0.0874
H 2.7001 -5.0631 -0.0024
H 2.7077 -4.3289 1.5964
C -1.6509 5.8827 -0.2066
O -1.8305 4.5563 -0.5758
P -2.4072 3.5274 0.5671
O -2.4259 2.0987 0.0583
O -1.4030 3.7456 1.8154
C -1.5219 3.0002 3.0364
O -3.8285 4.2346 1.0730
C -4.7436 3.4735 1.8967
H -2.2647 6.5507 -0.8108
H -0.5723 6.0180 -0.2868
H -1.8916 6.1412 0.8246
H -0.6092 2.4202 3.1731
H -2.3220 2.2603 3.0580
H -1.7361 3.6351 3.8962
H -4.7217 2.4517 1.5176
H -5.7143 3.9215 1.6846
H -4.6554 3.5486 2.9805
C 2.5967 -0.5758 3.0284
O 2.1286 0.4163 2.1540
P 2.0204 0.0578 0.5714
O 3.2671 -0.5755 -0.0300
O 0.6911 -0.8908 0.5550
C -0.5420 -0.4222 1.1482
O 1.6131 1.4765 -0.1196
C 0.8697 1.4650 -1.3453
H 3.6401 -0.3405 3.2382
H 2.4801 -1.5877 2.6404
H 2.0278 -0.5202 3.9565
H -0.4814 0.5965 1.5312
H -0.8252 -0.9990 2.0287
H -1.3227 -0.3700 0.3893
H 1.5257 1.7367 -2.1723
H 0.1233 2.2504 -1.2266
H 0.2415 0.5881 -1.5019
C 5.6788 -3.5999 2.9873
C 6.3950 -2.7992 1.9918
O 7.4546 -2.2554 2.3218
C 5.7394 -2.6939 0.6081
H 6.1116 -3.4774 3.9802
H 5.8391 -4.6593 2.7872
H 4.6280 -3.3446 3.1245
H 5.1318 -3.5471 0.3065
H 6.5065 -2.4346 -0.1215
H 5.0132 -1.8896 0.7261
C 1.8991 4.2774 -3.3215
C 2.8896 3.8757 -2.2321
O 2.8969 4.4834 -1.1520
C 3.9663 2.8478 -2.5118
H 2.3506 5.1763 -3.7414
H 0.9425 4.5220 -2.8598
H 1.7626 3.5744 -4.1432
H 3.9254 2.4623 -3.5306
H 3.9637 2.0349 -1.7857
H 4.9244 3.3595 -2.4199
C 4.6427 -0.1153 -4.9288
C 4.0840 -1.4649 -4.3987
O 3.9968 -2.4089 -5.1800
C 3.4979 -1.4705 -3.0093
H 5.2345 -0.1811 -5.8417
H 5.2612 0.4469 -4.2292
H 3.7959 0.5467 -5.1101
H 2.5337 -1.9759 -3.0648
H 3.2254 -0.4439 -2.7649
H 4.1575 -1.9274 -2.2715
C 4.9403 2.9725 1.0422
C 6.1830 2.3553 0.5471
O 7.2053 3.0361 0.4908
C 6.2074 0.8921 0.3194
H 4.0804 2.4102 1.4061
H 4.5369 3.6407 0.2814
H 5.1332 3.7198 1.8119
H 7.2024 0.5584 0.0246
H 5.4888 0.6093 -0.4498
H 5.9163 0.4446 1.2697
*
```

Calculated values
- largest force on an atom (eV/A) = 4.0
- energy relative to the best compared isomer or geometry (same formula, charge and spin) (kJ/mol) = 245.39
- SMILES = COP(=O)(OC)OC.COP(=O)(OC)OC.COP(=O)(OC)OC.COP(=O)(OC)OC.COP(=O)(OC)OC.COP(=O)(OC)OC.CC(C)=O.CC(C)=O.CC(C)=O.CC(C)=O
- orbital gap (hartree) = 0.34062



Number 1: DFT total energy -3019.01811 Ha. Number 2: DFT total energy -5345.15321 Ha.